{"formula": "C24H20Cl3F6IrN4O5S", "method": "the ωB97M-V functional and the def2-TZVPD basis", "symbols": ["Ir", "F", "C", "C", "F", "C", "F", "C", "S", "C", "F", "C", "F", "Cl", "C", "C", "C", "Cl", "C", "O", "C", "Cl", "C", "H", "H", "C", "C", "N", "C", "C", "C", "C", "N", "H", "H", "H", "H", "H", "H", "H", "H", "H", "H", "H", "H", "H", "H", "F", "C", "C", "N", "C", "C", "O", "O", "C", "O", "N", "C", "O", "H", "H", "H", "H"], "xyz": [[-0.858047, -0.216277, -0.759292], [-3.575212, -5.782560, -3.412808], [-3.422108, -4.502621, -3.159437], [-3.353553, -3.999279, -1.876390], [-3.591232, -4.796310, -0.867189], [-3.041621, -2.674643, -1.658136], [-2.841483, -2.231448, -0.407770], [-2.966877, -1.783165, -2.720082], [-2.546962, -0.125673, -2.435021], [-3.158007, -2.274474, -4.007580], [-3.162013, -1.475165, -5.031589], [-3.406655, -3.594869, -4.180571], [-3.364120, -4.006956, -5.460508], [-5.065665, 1.135092, 5.629126], [-3.901566, 0.966903, 4.449143], [-4.290168, 1.192908, 3.133093], [-3.355363, 1.146157, 2.144812], [-3.735729, 1.557427, 0.542079], [-2.056751, 0.646443, 2.406641], [-1.189464, 0.425101, 1.491082], [-1.664967, 0.509921, 3.776975], [-0.074721, 0.130460, 4.077691], [-2.561565, 0.646256, 4.794733], [-5.334636, 1.377327, 2.897331], [-2.349385, 0.551210, 5.864633], [-0.459391, 3.485520, -0.687443], [0.678044, 2.813477, 0.068656], [1.796927, 2.461806, -0.847758], [3.080997, 3.039734, -0.573869], [3.091722, 4.553010, -0.740955], [1.589608, 1.591533, -1.892382], [2.634842, 1.445070, -2.969613], [0.439821, 0.944533, -1.973172], [-0.818825, 2.944236, -1.553242], [-0.208137, 4.471390, -1.077367], [-1.287728, 3.600885, -0.031622], [0.294569, 1.940816, 0.560509], [1.164657, 3.466532, 0.846981], [3.789362, 2.525909, -1.263123], [3.342145, 2.753471, 0.471740], [3.023112, 4.834488, -1.786519], [4.035015, 4.956118, -0.499112], [2.307984, 5.119771, -0.203142], [3.446925, 0.943772, -2.447685], [3.056693, 2.390498, -3.317182], [2.294755, 0.758399, -3.745839], [0.418215, 0.578930, -2.917362], [1.761270, -2.825638, 4.431806], [2.281266, -2.332361, 3.292482], [2.184339, -3.029427, 2.164345], [2.682380, -2.634728, 0.951649], [2.019268, -3.172708, -0.228230], [0.824786, -2.213467, -0.621104], [0.489185, -1.990825, -1.761010], [0.239695, -1.596439, 0.358744], [3.084065, -1.283218, 0.771527], [3.303364, -0.779645, -0.300981], [3.243229, -0.580580, 1.975412], [2.843931, -0.950458, 3.285758], [2.925082, -0.164091, 4.209648], [1.683451, -3.947615, 2.140837], [1.514303, -4.116298, -0.051751], [2.616505, -3.215258, -1.134130], [3.460440, 0.391093, 1.863533]], "forces_ev_per_angstrom": [[-1.0, 0.4, -0.6], [-0.1, -0.2, 0.2], [-0.4, 0.3, 0.1], [0.1, 0.1, 0.2], [0.1, -0.7, 1.0], [-0.2, 0.0, -0.2], [-0.3, -0.4, 0.0], [0.4, 0.3, 0.3], [0.8, 0.2, 0.6], [-0.5, 0.6, 1.8], [0.3, 0.7, -1.0], [1.0, -0.8, -2.4], [-0.5, -0.4, 0.4], [-0.6, 0.0, 0.9], [1.1, -0.3, -0.2], [-0.5, 0.1, -0.6], [-0.8, -0.3, -0.2], [-0.2, 0.1, -0.3], [2.0, 0.3, -1.7], [-1.1, 0.3, 0.9], [-0.6, -0.3, 0.8], [1.2, -0.2, 0.4], [-1.2, 0.4, 0.3], [0.2, 0.2, 0.1], [0.3, -0.1, -0.6], [0.4, 0.6, -0.3], [1.1, 0.8, -0.5], [-1.3, -1.8, -1.3], [0.8, -0.3, 0.3], [-0.7, 0.1, -0.6], [-0.4, 1.9, 1.7], [0.1, -0.3, 1.0], [0.9, 0.2, -0.8], [0.1, -0.4, 0.0], [0.3, 0.1, 0.2], [-0.8, 0.2, 0.7], [0.1, -0.6, 0.4], [-0.8, -0.5, -0.7], [-0.2, 0.8, 0.8], [0.1, 0.2, -0.6], [-0.5, -0.2, -0.4], [1.2, 0.4, 0.9], [0.4, -0.6, -0.1], [0.3, -0.3, -0.2], [-0.4, -0.1, -0.2], [0.0, 0.4, -0.1], [-0.4, -0.5, 0.1], [0.3, 0.4, -0.3], [0.2, 0.8, 0.3], [0.3, 0.6, 0.5], [0.0, 1.3, -1.2], [-1.7, 1.3, -1.0], [1.3, -0.5, 2.0], [-0.4, -0.1, -1.8], [0.2, -0.3, 0.0], [0.3, -0.4, 1.7], [-0.2, 0.0, -0.3], [-0.5, -1.0, -0.1], [-0.1, -0.1, 0.0], [-0.1, -0.9, -0.8], [-0.6, -1.3, 0.2], [0.5, -0.4, 0.3], [0.4, -0.2, 0.3], [0.3, 0.3, 0.0]], "homo_lumo_gap_ev": [8.90, 5.91], "multiplicity": 6, "homo_energy_ev": [-11.238, -11.683], "relative_energy_kj_mol": 0.0, "s2": 8.7987, "largest_force_ev_per_a": 2.73, "energy_ev": -108947.2878, "total_charge": 1}

{"formula": "C20H28NO4", "method": "the ωB97M-V functional and the def2-TZVPD basis", "symbols": ["C", "H", "H", "H", "C", "H", "H", "C", "N", "H", "H", "C", "C", "C", "C", "C", "C", "C", "H", "O", "C", "H", "H", "H", "O", "C", "C", "C", "C", "C", "C", "C", "C", "H", "H", "H", "H", "H", "O", "H", "H", "H", "H", "H", "H", "H", "H", "H", "C", "H", "O", "H", "H"], "xyz": [[-4.036660, -0.170865, -2.241147], [-4.640774, 0.385980, -1.531408], [-4.704449, -0.626882, -2.965711], [-3.516398, -0.964158, -1.711390], [-3.042896, 0.738946, -2.956899], [-2.533682, 0.155294, -3.725455], [-3.583918, 1.550375, -3.449547], [-2.005280, 1.315407, -2.000149], [-0.933588, 2.051732, -2.736119], [-1.356024, 2.629870, -3.469370], [-0.529224, 2.674538, -2.010912], [0.164298, 1.201179, -3.295526], [0.869827, 0.491274, -2.177849], [0.664433, -0.858170, -1.941814], [1.280074, -1.460612, -0.862117], [2.110917, -0.752651, 0.000658], [2.366542, 0.615708, -0.268074], [1.715268, 1.213668, -1.337652], [1.895932, 2.255896, -1.552729], [3.260303, 1.261954, 0.516089], [3.477598, 2.641151, 0.332012], [2.556218, 3.213044, 0.477577], [4.199551, 2.925822, 1.095123], [3.899606, 2.853804, -0.655145], [2.663252, -1.484314, 0.991544], [2.911151, -0.919111, 2.262838], [1.610117, -0.593927, 3.024631], [0.690800, -1.795429, 3.023634], [-0.348391, -1.893539, 2.109807], [-1.162883, -3.012415, 2.094297], [-0.944315, -4.042031, 2.992078], [0.091541, -3.948775, 3.907221], [0.905225, -2.831075, 3.923957], [1.710830, -2.758210, 4.640034], [0.264632, -4.749007, 4.610351], [-1.578718, -4.915071, 2.979980], [-1.969119, -3.081043, 1.378185], [-0.511072, -1.090000, 1.404262], [1.020471, 0.548688, 2.429035], [0.240880, 0.779852, 2.945412], [1.904938, -0.359473, 4.060355], [3.453645, -1.696304, 2.804139], [3.520120, -0.016152, 2.194989], [1.126171, -2.506370, -0.651012], [0.031213, -1.440761, -2.593360], [0.847163, 1.860268, -3.835578], [-0.266255, 0.486793, -3.997697], [-1.497830, 0.513563, -1.453094], [-2.592242, 2.312228, -0.988302], [-3.134078, 1.766016, -0.212935], [-1.502530, 3.033778, -0.445613], [-1.771808, 3.490861, 0.356573], [-3.290582, 2.998654, -1.488174]], "forces_ev_per_angstrom": [[0.1, 0.1, -0.1], [-0.1, 0.0, 0.1], [-0.1, 0.0, 0.0], [0.0, -0.1, 0.1], [0.1, -0.1, 0.2], [0.0, 0.1, -0.1], [0.1, 0.1, -0.1], [-0.6, -0.1, 0.3], [0.0, 0.4, 0.2], [0.1, 0.0, 0.1], [0.0, 0.0, -0.4], [0.5, -0.5, 0.0], [0.0, -0.1, 0.0], [0.0, 0.3, -0.1], [0.2, 0.1, 0.2], [-0.2, 0.1, -0.4], [0.0, -0.1, 0.0], [0.1, 0.0, 0.0], [0.1, 0.2, 0.0], [-0.1, -0.5, -0.1], [0.1, 0.3, 0.0], [0.0, 0.0, 0.0], [-0.1, 0.0, -0.1], [0.0, 0.0, 0.0], [0.1, 0.0, -0.4], [-0.2, 0.4, 0.8], [0.5, -0.4, 0.1], [-0.1, 0.2, 0.1], [0.0, 0.1, 0.0], [-0.1, 0.0, 0.0], [-0.1, -0.1, 0.0], [0.0, -0.1, 0.0], [0.0, 0.1, -0.1], [0.1, 0.0, 0.1], [0.0, -0.1, 0.1], [-0.1, -0.1, 0.0], [-0.1, 0.0, -0.1], [0.0, 0.0, 0.0], [0.0, 0.2, -0.1], [0.0, 0.0, 0.0], [0.0, -0.1, -0.2], [-0.1, 0.1, 0.0], [0.0, -0.2, 0.0], [0.0, -0.1, 0.1], [-0.1, -0.1, -0.1], [-0.2, 0.0, 0.0], [-0.1, 0.1, 0.0], [0.0, 0.2, -0.1], [-0.2, -0.1, -0.2], [0.0, 0.0, -0.1], [0.1, 0.0, 0.2], [0.1, 0.0, 0.0], [0.0, -0.1, 0.0]], "homo_lumo_gap_ev": 8.32, "homo_energy_ev": -10.885, "relative_energy_kj_mol": 21.9, "largest_force_ev_per_a": 0.90, "energy_ev": -30867.8318, "total_charge": 1}

{"formula": "C2H7NO3", "method": "the ωB97M-V functional and the def2-TZVPD basis", "symbols": ["O", "C", "O", "C", "N", "H", "H", "H", "H", "H", "H", "H", "O"], "xyz": [[-0.964728, -1.541730, 1.324305], [-0.726304, -1.797910, 0.190823], [-0.973702, -3.046383, -0.308948], [-0.091437, -0.847821, -0.795106], [-0.320099, 0.534156, -0.460251], [-1.103921, -2.967918, -1.262366], [-0.421228, -1.041158, -1.833412], [0.983742, -1.034435, -0.864887], [-0.926713, 0.665609, 0.329620], [0.480576, 1.144031, -0.376580], [1.322438, 3.929294, 0.843134], [1.748904, 2.761927, 1.784725], [0.992473, 3.242337, 1.428943]], "forces_ev_per_angstrom": [[-0.1, 0.2, 0.5], [0.2, -0.7, -0.6], [-0.2, 0.4, 0.1], [0.4, 0.9, -0.7], [-0.2, 0.4, -0.2], [0.2, -0.2, 0.0], [-0.3, -0.2, 0.3], [0.0, -0.4, 0.4], [0.0, -0.1, 0.2], [0.0, -0.4, 0.1], [0.2, -0.1, 0.1], [0.0, 0.3, -0.1], [-0.2, -0.2, 0.0]], "homo_lumo_gap_ev": 9.95, "homo_energy_ev": -9.334, "relative_energy_kj_mol": 87.7, "largest_force_ev_per_a": 1.19, "energy_ev": -9820.0514}

{"formula": "C23H43IrN2O2P3", "method": "the ωB97M-V functional and the def2-TZVPD basis", "symbols": ["Ir", "P", "P", "P", "H", "C", "C", "H", "C", "C", "C", "C", "C", "C", "C", "C", "C", "H", "H", "H", "H", "H", "H", "H", "H", "H", "H", "H", "H", "H", "H", "H", "H", "H", "H", "H", "H", "H", "H", "H", "H", "H", "H", "H", "H", "H", "C", "C", "C", "C", "C", "C", "O", "H", "H", "H", "H", "H", "H", "N", "C", "O", "C", "C", "C", "N", "C", "C", "H", "H", "H", "H", "H", "H"], "xyz": [[-0.005540, -0.431364, -0.210282], [1.497083, -0.631797, 1.567367], [-0.727693, 1.733764, -0.096174], [1.685121, 0.270925, -1.554384], [-2.464250, -4.589196, -1.792605], [-1.680778, -5.353341, -1.944451], [-0.761652, -5.686982, -1.027353], [-0.998058, -5.909786, 0.003464], [0.881465, -1.765541, 2.862710], [1.824707, 0.950661, 2.445214], [3.138961, -1.339235, 1.125948], [-1.987280, 1.981081, -1.427834], [-1.649814, 2.250797, 1.414522], [0.308417, 3.279386, -0.227465], [2.809572, -1.013039, -2.217786], [2.960048, 1.505358, -0.925164], [0.959788, 1.172586, -3.010521], [-1.759336, -6.011958, -2.849425], [0.228169, -6.032541, -1.359855], [0.277066, -2.554329, 2.393028], [0.260387, -1.244138, 3.605613], [1.734956, -2.223221, 3.383809], [0.895570, 1.408463, 2.805568], [2.335700, 1.708541, 1.841166], [2.456372, 0.713637, 3.312210], [3.011175, -2.231722, 0.499698], [3.642698, -1.647887, 2.052053], [3.783114, -0.633934, 0.587310], [-2.181910, 3.059986, -1.514135], [-2.931115, 1.494208, -1.145464], [-1.687074, 1.608461, -2.417367], [-1.720283, 3.345871, 1.454434], [-1.167950, 1.925723, 2.345541], [-2.674726, 1.866677, 1.393820], [0.236087, 3.720457, -1.228319], [1.372285, 3.164261, 0.011652], [-0.060965, 4.050849, 0.473968], [3.703210, -0.546965, -2.653139], [2.288841, -1.605357, -2.984013], [3.113135, -1.708322, -1.425222], [3.970757, 1.170044, -1.220041], [2.995599, 1.672360, 0.158568], [2.786682, 2.474286, -1.411185], [1.709773, 1.128791, -3.818060], [0.719953, 2.222272, -2.768286], [0.050319, 0.665664, -3.369045], [0.709311, -3.096030, -1.469970], [0.088042, -2.672756, -2.728355], [0.603900, -3.263288, -3.899427], [1.739696, -4.057735, -3.905966], [2.284940, -4.503401, -2.702529], [1.872081, -3.942358, -1.501903], [0.124621, -2.757725, -0.361223], [-0.363375, -1.072332, -1.944923], [-0.991756, -2.451325, -2.772353], [-0.012126, -3.187690, -4.792694], [2.162885, -4.378532, -4.857528], [3.063297, -5.275367, -2.676502], [2.320534, -4.242115, -0.546398], [-6.750173, -2.084315, 1.663316], [-5.687291, -1.801424, 2.499166], [-5.797461, -1.831990, 3.716135], [-4.391581, -1.488889, 1.819501], [-4.149479, -1.580899, 0.441462], [-2.890981, -1.262083, -0.079958], [-1.861435, -0.917381, 0.719995], [-2.091016, -0.753790, 2.044390], [-3.320401, -1.058645, 2.611421], [-7.640448, -2.201019, 2.111951], [-6.772252, -1.904092, 0.687229], [-4.904557, -1.883637, -0.270059], [-2.691834, -1.267384, -1.160834], [-1.288539, -0.371264, 2.682189], [-3.411979, -1.003945, 3.691266]], "forces_ev_per_angstrom": [[-1.5, -1.2, -1.0], [0.6, 0.2, 0.6], [-0.7, 2.0, 0.3], [1.5, 1.1, -0.6], [-0.2, -1.2, 0.4], [-0.5, -0.3, -0.7], [0.6, -0.9, -0.4], [0.3, 1.5, 0.6], [-0.2, -0.2, -0.1], [0.1, -0.1, 0.0], [-0.2, 0.0, 0.0], [-0.1, -0.1, 0.0], [-0.3, -0.3, 0.2], [0.6, 0.1, 0.0], [-0.3, -0.2, -0.3], [0.1, -0.1, -0.2], [0.4, -0.5, -0.1], [0.8, 1.7, 0.0], [-0.9, -1.0, 0.0], [0.2, 0.1, 0.1], [0.3, -0.1, -0.3], [-0.2, 0.2, -0.2], [0.1, -0.3, 0.0], [-0.1, -0.4, 0.2], [-0.1, 0.1, -0.1], [-0.1, 0.2, 0.3], [-0.1, 0.2, -0.2], [-0.2, -0.1, 0.2], [0.1, -0.2, 0.1], [0.3, 0.0, 0.0], [0.0, 0.1, 0.4], [0.1, -0.3, -0.2], [-0.1, 0.0, -0.3], [0.2, -0.1, 0.1], [0.0, -0.2, 0.1], [-0.4, -0.1, -0.1], [0.0, -0.6, -0.3], [-0.3, -0.1, 0.1], [0.3, 0.4, 0.2], [0.0, 0.4, -0.3], [-0.5, 0.1, 0.0], [-0.2, -0.2, -0.5], [0.1, -0.3, 0.1], [-0.3, 0.3, 0.2], [0.2, -0.5, -0.1], [0.4, 0.1, 0.1], [-1.4, 0.6, 0.8], [0.4, -2.7, -1.2], [-1.8, 1.5, 0.8], [0.6, -0.7, -0.3], [0.7, 0.2, 0.9], [-0.4, -0.8, -0.1], [1.6, 1.0, -0.7], [0.4, 1.2, 1.7], [0.5, 0.2, 0.2], [0.4, 0.2, -0.1], [-0.2, -0.1, 0.2], [-0.2, 0.5, -0.2], [-0.2, 0.1, -0.4], [0.4, -0.2, 2.5], [1.1, 0.1, -6.8], [-0.4, 0.0, 3.1], [-1.5, -0.4, 1.9], [1.0, 0.3, -1.8], [-1.9, -0.7, 0.4], [1.4, 0.7, -0.4], [-1.5, -0.4, 1.3], [2.0, 0.4, 0.4], [-0.4, -0.1, 0.0], [0.4, 0.4, -0.5], [0.0, 0.0, 0.0], [-0.3, -0.2, 0.6], [-0.4, -0.3, -0.5], [0.0, 0.2, -0.1]], "homo_lumo_gap_ev": [4.69, 4.10], "multiplicity": 5, "homo_energy_ev": [-13.908, -15.781], "relative_energy_kj_mol": 248.7, "s2": 6.0493, "largest_force_ev_per_a": 6.93, "energy_ev": -62298.1262, "total_charge": 3}